(1)
A cluster of 11 separate species, C25H71N9O17 in total in a non-equilibrium geometry, computed with ωB97M-V/def2-TZVPD.

Computed properties:
orbital gap = 8.048 eV
LUMO = 0.004 hartree
SMILES string = CC1(C)CCCC(C)(C)N1O.NC(N)=O.NC(N)=O.NC(N)=O.NC(N)=O.OCCO.OCCO.OCCO.OCCO.OCCO.OCCO

Atoms and positions in Å:
1 C 6.9924 0.9082 1.7997
2 C 6.5378 1.5418 0.4829
3 C 7.5273 2.6847 0.1494
4 C 6.5704 0.4585 -0.5805
5 C 5.8377 0.8495 -1.8635
6 C 4.3722 1.0771 -1.4913
7 C 4.1607 2.1484 -0.4226
8 C 4.1951 3.5390 -1.1014
9 C 2.7758 1.9978 0.2219
10 N 5.1920 2.0721 0.6100
11 O 5.0922 3.0564 1.6179
12 H 6.4012 0.0196 2.0309
13 H 8.0453 0.6310 1.7196
14 H 6.9030 1.5970 2.6409
15 H 7.1420 3.4236 -0.5499
16 H 7.9627 3.1357 1.0403
17 H 8.4066 2.2622 -0.3604
18 H 7.5968 0.2110 -0.8628
19 H 6.1517 -0.4656 -0.1746
20 H 6.1556 1.7967 -2.3017
21 H 5.9891 0.0033 -2.5314
22 H 3.9070 0.1154 -1.2457
23 H 3.8196 1.4334 -2.3684
24 H 4.5140 4.2846 -0.3644
25 H 3.2122 3.8693 -1.4353
26 H 4.9604 3.6177 -1.8755
27 H 2.1028 2.0632 -0.6387
28 H 2.6479 2.7998 0.9452
29 H 2.5530 1.0246 0.6657
30 H 4.5829 2.5923 2.2910
31 N -3.3823 4.1020 -4.9429
32 C -3.0534 3.7358 -3.6730
33 N -3.7095 2.6215 -3.2171
34 O -2.2617 4.3830 -2.9905
35 H -4.3316 4.0606 -5.2690
36 H -2.8392 4.8728 -5.2928
37 H -3.4183 2.2292 -2.3324
38 H -3.8299 1.9765 -3.9832
39 N -3.8492 -1.1939 -3.6429
40 C -4.5140 -2.1287 -4.4060
41 N -4.3871 -3.4104 -3.9192
42 O -5.2269 -1.8613 -5.3567
43 H -3.7566 -0.3268 -4.1518
44 H -2.9333 -1.4562 -3.2899
45 H -3.7281 -3.5474 -3.1706
46 H -4.8235 -4.1638 -4.4127
47 N -1.1808 -3.4209 2.8580
48 C -0.1220 -4.0885 3.4274
49 N 0.6484 -3.3002 4.2452
50 O 0.0522 -5.2709 3.2396
51 H -1.8225 -3.9966 2.3472
52 H -1.3472 -2.4315 2.9049
53 H 1.2781 -3.7512 4.8796
54 H 0.2790 -2.3756 4.4056
55 N -0.6968 0.8797 0.1841
56 C -1.6509 0.2596 -0.5700
57 N -2.0211 -0.9758 -0.1123
58 O -2.0246 0.7613 -1.6285
59 H -0.3793 0.4215 1.0246
60 H -0.2438 1.6995 -0.1847
61 H -1.5104 -1.4475 0.6099
62 H -2.8630 -1.3465 -0.5180
63 O -0.1438 -0.6035 5.3454
64 C 0.2348 0.4844 4.4904
65 C 1.1626 0.0258 3.4145
66 O 0.3941 -0.7131 2.4575
67 H -0.5126 -0.2179 6.1441
68 H -0.6360 0.9202 3.9820
69 H 0.6193 1.3053 5.1014
70 H 2.0490 -0.5147 3.7424
71 H 1.4953 0.9426 2.9103
72 H 0.9236 -1.4254 2.0834
73 O 1.2725 -3.6536 -2.0571
74 C 0.1738 -4.3959 -2.5919
75 C -0.7687 -3.4536 -3.3401
76 O -1.6144 -2.7723 -2.3914
77 H 1.6722 -3.1874 -2.7971
78 H 0.5551 -5.1047 -3.3408
79 H -0.3806 -4.9564 -1.8455
80 H -1.4973 -4.0628 -3.8802
81 H -0.2183 -2.7607 -3.9791
82 H -1.0304 -2.3505 -1.7483
83 O -1.3749 6.7017 -1.5913
84 C -0.8654 6.2170 -0.3664
85 C 0.1913 5.1419 -0.5337
86 O -0.4297 3.8757 -0.6476
87 H -1.7638 5.9959 -2.1230
88 H -0.4875 7.0964 0.1620
89 H -1.7018 5.8886 0.2604
90 H 0.7966 5.2348 0.3726
91 H 0.7870 5.3749 -1.4188
92 H -0.9201 3.7413 -1.4708
93 O -2.9813 -5.2299 -0.7447
94 C -4.1283 -5.9164 -1.2164
95 C -3.8491 -6.4997 -2.5862
96 O -3.0736 -7.7030 -2.4938
97 H -3.1802 -4.3283 -0.4691
98 H -4.4296 -6.7079 -0.5265
99 H -4.9395 -5.1798 -1.2722
100 H -3.1848 -5.8684 -3.1724
101 H -4.8027 -6.6663 -3.1007
102 H -3.6484 -8.4040 -2.1708
103 O 0.1631 3.2771 2.3777
104 C -0.5196 3.8898 3.4543
105 C -0.0508 5.2857 3.7631
106 O -0.6451 6.1904 2.8288
107 H -0.0144 3.6984 1.5283
108 H -1.6010 3.7935 3.2981
109 H -0.3501 3.2446 4.3226
110 H 1.0355 5.3191 3.6385
111 H -0.3478 5.5524 4.7818
112 H -0.4700 7.0976 3.0912
113 O -4.1722 -2.9249 0.7331
114 C -4.5296 -3.0443 2.1222
115 C -4.3368 -4.4601 2.5855
116 O -5.4514 -5.3043 2.2841
117 H -4.8499 -3.4389 0.2754
118 H -3.8791 -2.3627 2.6642
119 H -5.5674 -2.7194 2.2327
120 H -3.9550 -4.6689 3.5866
121 H -3.5229 -4.8382 1.9428
122 H -5.3579 -6.1149 2.7892

(2)
A cluster of 11 separate species, C25H72FN2O10S10 in total in a non-equilibrium geometry, computed with ωB97M-V/def2-TZVPD.

Computed properties:
orbital gap = 2.362 eV
charge = -1
LUMO = 0.059 hartree

Atoms and positions in Å:
1 C 0.7702 9.5752 -0.5098
2 C -0.2256 8.4158 -0.7356
3 N 0.3377 7.3328 -1.5217
4 N -0.2000 6.0650 -1.0609
5 C 0.2805 5.0948 -1.9869
6 C 1.8251 5.0090 -2.1244
7 C 2.3646 3.5896 -2.0493
8 F 2.9734 3.3303 -0.7998
9 H 1.6900 9.3553 -1.0460
10 H 0.3392 10.5214 -0.8384
11 H 1.0280 9.6516 0.5423
12 H -1.1226 8.8232 -1.2232
13 H -0.5268 7.9904 0.2171
14 H 0.0585 7.4624 -2.5101
15 H -0.1095 5.3355 -3.0130
16 H -0.1342 4.1455 -1.6485
17 H 2.2923 5.5871 -1.3294
18 H 2.1261 5.3953 -3.0998
19 H 1.5685 2.8594 -2.1897
20 H 3.1538 3.4332 -2.7842
21 C -3.3185 5.1580 -2.9649
22 S -3.1331 3.4034 -3.2389
23 O -1.7089 3.1796 -3.5787
24 C -4.0762 3.3560 -4.7767
25 H -2.7414 5.4146 -2.0728
26 H -2.9172 5.7060 -3.8193
27 H -4.3701 5.3873 -2.8071
28 H -3.6187 4.0307 -5.5011
29 H -5.1062 3.6489 -4.5722
30 H -4.0509 2.3355 -5.1567
31 C -6.3994 6.1672 1.1566
32 S -4.9813 5.5684 0.2248
33 O -5.5133 5.0759 -1.0713
34 C -4.6834 4.1135 1.2292
35 H -6.7691 7.0582 0.6542
36 H -7.1735 5.3997 1.1723
37 H -6.0849 6.4195 2.1694
38 H -5.5764 3.4883 1.2331
39 H -4.4181 4.4236 2.2401
40 H -3.8533 3.5732 0.7776
41 C 3.6469 11.5871 4.1869
42 S 2.7384 11.7460 2.6400
43 O 2.8220 10.4415 1.9543
44 C 3.9321 12.8297 1.8412
45 H 3.0902 10.9015 4.8218
46 H 4.6378 11.1812 3.9833
47 H 3.7194 12.5618 4.6704
48 H 4.9017 12.3333 1.8047
49 H 3.9978 13.7694 2.3907
50 H 3.5743 13.0164 0.8312
51 C -2.3885 -2.1331 -1.3724
52 S -2.6413 -0.4590 -1.9479
53 O -3.5571 0.1859 -0.9605
54 C -3.6384 -0.8775 -3.3797
55 H -1.8084 -2.0674 -0.4529
56 H -3.3415 -2.6207 -1.1794
57 H -1.8275 -2.7036 -2.1100
58 H -4.5228 -1.4272 -3.0568
59 H -3.0421 -1.4763 -4.0674
60 H -3.9294 0.0557 -3.8574
61 C -2.9028 -7.5420 -0.4449
62 S -3.7941 -6.0005 -0.6801
63 O -2.8617 -5.0968 -1.4137
64 C -3.7847 -5.4666 1.0264
65 H -2.7832 -8.0133 -1.4198
66 H -1.9299 -7.3327 -0.0008
67 H -3.4834 -8.1978 0.2056
68 H -2.7610 -5.3841 1.3795
69 H -4.3385 -6.1865 1.6309
70 H -4.2714 -4.4970 1.0827
71 C 0.5324 -8.8439 1.9818
72 S -0.2570 -7.5106 2.8801
73 O -0.9982 -6.7141 1.8643
74 C 1.2519 -6.6025 3.2263
75 H -0.2458 -9.5161 1.6244
76 H 1.0816 -8.4356 1.1377
77 H 1.2059 -9.3846 2.6469
78 H 1.7490 -6.3634 2.2865
79 H 1.8975 -7.2066 3.8641
80 H 0.9740 -5.6861 3.7422
81 C 3.4628 -11.3198 -1.7176
82 S 2.7039 -9.6943 -1.7320
83 O 2.4711 -9.3269 -0.3055
84 C 1.1249 -10.2249 -2.4003
85 H 4.4574 -11.2124 -1.2910
86 H 2.8633 -11.9952 -1.1073
87 H 3.5406 -11.6879 -2.7402
88 H 0.6870 -10.9802 -1.7474
89 H 1.2773 -10.6224 -3.4033
90 H 0.4777 -9.3515 -2.4455
91 C 3.1562 0.5744 0.4066
92 S 4.3195 -0.6255 1.0464
93 O 3.6871 -1.9730 0.9718
94 C 4.1975 -0.0974 2.7608
95 H 3.0432 0.4018 -0.6607
96 H 2.1947 0.4525 0.9050
97 H 3.5454 1.5776 0.5641
98 H 3.1621 -0.1843 3.0895
99 H 4.5415 0.9331 2.8449
100 H 4.8332 -0.7496 3.3562
101 C -3.7463 -0.6841 1.8775
102 S -2.4542 -1.7860 2.4475
103 O -3.0941 -3.0977 2.7518
104 C -2.1853 -0.9645 4.0233
105 H -4.0937 -1.0315 0.9077
106 H -4.5633 -0.6926 2.6006
107 H -3.3390 0.3191 1.7579
108 H -3.1182 -0.9536 4.5869
109 H -1.8307 0.0500 3.8427
110 H -1.4290 -1.5274 4.5663
111 C 5.0953 -6.3784 -0.0615
112 S 6.6405 -6.7886 -0.8789
113 O 6.2900 -7.5554 -2.1034
114 C 7.1823 -7.9925 0.3424
115 H 4.5700 -5.6628 -0.6900
116 H 4.4951 -7.2827 0.0555
117 H 5.3089 -5.9242 0.9061
118 H 6.4310 -8.7775 0.4307
119 H 7.3315 -7.4937 1.2999
120 H 8.1237 -8.4138 -0.0036

(3)
A cluster of 10 separate species, C25H72NO17P2S4 in total in a non-equilibrium geometry, computed with ωB97M-V/def2-TZVPD.

Computed properties:
orbital gap = 7.170 eV
charge = -1
LUMO = 0.056 hartree

Atoms and positions in Å:
1 C -1.7214 -5.8668 3.6747
2 S -0.6613 -5.0493 2.4641
3 O 0.6784 -5.4713 2.8152
4 O -1.0676 -5.5553 1.1660
5 P -0.6486 -2.7870 2.6237
6 C -1.8605 -2.5940 1.2040
7 C -3.2353 -3.2512 1.3527
8 C -4.3662 -2.2745 1.7251
9 C -5.0877 -2.7589 2.9891
10 S -6.0660 -1.4529 3.7053
11 O -5.4226 -0.1984 3.5048
12 O -7.3959 -1.4544 3.1923
13 O -6.1990 -1.7429 5.2762
14 C -0.4818 -0.8753 2.9842
15 S -1.9347 0.0964 3.2712
16 O -1.6317 1.0160 4.3336
17 O -2.3142 0.7652 2.0560
18 N -2.0395 -2.9666 3.9618
19 C -1.7083 -2.8422 5.1097
20 S -1.2111 -3.0656 6.5964
21 P 1.0938 -2.5587 1.2143
22 O 1.3725 -3.6835 0.2844
23 H -1.2428 -5.8325 4.6452
24 H -1.7378 -6.9053 3.3617
25 H -2.7385 -5.4958 3.6969
26 H 0.3037 -3.0002 3.6826
27 H -1.3913 -3.0504 0.3360
28 H -2.0150 -1.5604 0.9009
29 H -3.4934 -3.6603 0.3822
30 H -3.2701 -4.0954 2.0333
31 H -5.1163 -2.2831 0.9413
32 H -4.0503 -1.2404 1.8114
33 H -5.7953 -3.5178 2.6826
34 H -4.3911 -3.1621 3.7189
35 H -5.3289 -1.9923 5.6190
36 H 0.0508 -0.3556 2.1938
37 H 0.1343 -0.7523 3.8684
38 H -3.0004 -0.6514 3.6448
39 H 2.2279 -2.3334 2.0451
40 H 0.9111 -1.3993 0.4208
41 C 3.2570 1.7731 -0.8869
42 C 2.5150 0.8943 0.1008
43 O 3.0461 -0.4290 0.1074
44 H 3.1949 1.3512 -1.8916
45 H 2.8451 2.7839 -0.9041
46 H 4.3170 1.8344 -0.6311
47 H 1.4623 0.8169 -0.1711
48 H 2.5801 1.3118 1.1122
49 H 3.9738 -0.3703 0.3582
50 C 4.8590 4.7501 -4.7507
51 C 4.3717 4.3437 -3.3746
52 O 5.4457 3.7854 -2.6114
53 H 5.2725 3.8895 -5.2771
54 H 4.0450 5.1699 -5.3461
55 H 5.6522 5.4885 -4.6740
56 H 3.5931 3.5863 -3.4461
57 H 3.9637 5.2058 -2.8358
58 H 6.1280 4.4598 -2.5401
59 C 8.4743 5.0423 -7.5759
60 C 8.6507 5.7490 -6.2445
61 O 7.8543 5.1424 -5.2289
62 H 7.4270 5.0599 -7.8792
63 H 9.0740 5.5164 -8.3545
64 H 8.7718 3.9940 -7.4988
65 H 8.3344 6.7886 -6.3187
66 H 9.7014 5.7302 -5.9360
67 H 8.1327 4.2249 -5.1465
68 C -3.7008 2.4659 -1.9022
69 C -3.5400 1.0557 -1.3583
70 O -2.1761 0.7587 -1.1029
71 H -3.1279 2.5847 -2.8228
72 H -4.7493 2.6942 -2.1105
73 H -3.3219 3.1990 -1.1863
74 H -3.9008 0.3259 -2.0827
75 H -4.1104 0.9329 -0.4291
76 H -1.8593 1.3898 -0.4483
77 C -8.2266 1.9039 -3.2998
78 C -8.0486 0.4984 -2.7532
79 O -6.6787 0.2141 -2.4938
80 H -7.6522 2.0293 -4.2184
81 H -9.2769 2.1141 -3.5099
82 H -7.8607 2.6445 -2.5847
83 H -8.3958 -0.2390 -3.4755
84 H -8.6220 0.3713 -1.8288
85 H -6.3646 0.8534 -1.8471
86 C -9.7142 -2.6980 5.2163
87 C -9.6185 -4.1566 5.6223
88 O -8.2602 -4.5582 5.7923
89 H -9.1676 -2.5204 4.2927
90 H -10.7552 -2.3971 5.0785
91 H -9.2665 -2.0542 5.9775
92 H -10.0463 -4.7998 4.8544
93 H -10.1607 -4.3327 6.5591
94 H -7.8767 -4.0002 6.4744
95 C 3.4966 -8.2857 4.5814
96 C 2.3878 -7.2523 4.6904
97 O 1.2054 -7.8370 5.2444
98 H 3.1765 -9.1194 3.9549
99 H 4.3985 -7.8476 4.1502
100 H 3.7459 -8.6972 5.5650
101 H 2.1271 -6.8608 3.7136
102 H 2.7000 -6.4134 5.3218
103 H 1.4293 -8.1719 6.1168
104 C 5.8033 8.6115 -5.0898
105 C 4.6714 9.6012 -4.8829
106 O 3.5242 8.9681 -4.3239
107 H 5.4847 7.8008 -5.7460
108 H 6.6749 9.0993 -5.5307
109 H 6.0999 8.1598 -4.1400
110 H 4.3637 10.0351 -5.8329
111 H 4.9883 10.4142 -4.2204
112 H 3.7796 8.5910 -3.4773
113 C 7.0499 0.3780 -3.5605
114 C 6.6138 -0.1239 -2.1956
115 O 6.9974 0.7997 -1.1779
116 H 8.1323 0.5174 -3.5847
117 H 6.7676 -0.3247 -4.3467
118 H 6.5909 1.3466 -3.7754
119 H 7.0835 -1.0803 -1.9722
120 H 5.5281 -0.2615 -2.1615
121 H 6.5680 1.6396 -1.3786

(4)
A structure of composition C25H73N13O12 in a non-equilibrium geometry, computed with ωB97M-V/def2-TZVPD.

Computed properties:
orbital gap = 7.220 eV
LUMO = -0.020 hartree

Atoms and positions in Å:
1 C -1.5376 -15.5423 32.4325
2 C -2.3784 -16.5355 31.6387
3 C -2.1733 -17.9897 32.0858
4 C -2.8248 -18.3803 33.4818
5 C -4.2975 -18.1756 33.2906
6 C -4.7534 -16.7454 32.8550
7 N -3.8445 -16.2392 31.6784
8 O -4.2257 -14.9885 31.1494
9 C -6.2136 -16.8467 32.3755
10 C -4.5634 -15.7244 33.9720
11 C -1.9314 -16.4020 30.2030
12 H -1.7929 -15.7068 33.4793
13 H -1.7207 -14.5428 32.0381
14 H -0.4619 -15.7087 32.3745
15 H -2.5315 -18.7212 31.3615
16 H -1.1264 -18.2930 32.0817
17 H -2.5890 -17.6821 34.2850
18 H -2.6976 -19.4141 33.8030
19 H -4.6688 -18.5409 34.2481
20 H -4.7254 -18.7955 32.5027
21 H -6.9976 -17.0582 33.1027
22 H -6.5431 -16.0089 31.7610
23 H -6.1975 -17.5470 31.5404
24 H -4.2303 -14.6937 33.8508
25 H -5.5201 -15.6771 34.4922
26 H -3.8829 -16.1281 34.7217
27 H -1.9973 -15.3959 29.7889
28 H -2.4506 -17.0185 29.4691
29 H -0.9068 -16.7383 30.0446
30 H -4.6546 -14.5294 31.8753
31 C 0.4243 -14.9316 30.0888
32 O 0.6030 -13.8055 29.6310
33 N -0.3676 -15.1025 31.0609
34 N 1.0064 -16.0080 29.5544
35 H -0.5035 -16.0460 31.3946
36 H -0.9691 -14.3127 31.2467
37 H 0.7486 -16.9225 29.8968
38 H 1.5018 -15.7579 28.7105
39 C -3.0442 -19.9844 28.5544
40 O -3.0100 -19.3957 27.5214
41 N -3.6179 -21.1093 28.7448
42 N -2.5463 -19.4610 29.6850
43 H -3.8757 -21.2812 29.7061
44 H -4.2168 -21.4139 27.9907
45 H -1.8780 -18.7038 29.6768
46 H -2.2999 -20.1201 30.4096
47 C -5.1478 -17.7494 29.3646
48 O -5.8362 -18.2566 28.4474
49 N -4.2070 -18.3338 30.1005
50 N -5.2821 -16.4824 29.6719
51 H -3.9084 -17.7363 30.8581
52 H -4.0528 -19.3169 29.9275
53 H -4.6234 -16.1164 30.3443
54 H -5.7676 -15.8379 29.0644
55 C -9.1097 -15.5969 32.1086
56 O -8.5208 -14.5503 31.9031
57 N -10.3503 -15.9928 31.7108
58 N -8.3672 -16.5087 32.5838
59 H -10.9230 -15.3725 31.1564
60 H -10.3882 -17.0016 31.6810
61 H -7.3697 -16.3771 32.4952
62 H -8.7300 -17.3849 32.9311
63 C -4.2798 -13.3131 35.2200
64 O -4.3387 -12.6886 34.1690
65 N -3.4757 -14.2567 35.5891
66 N -5.1185 -13.1349 36.1736
67 H -3.5121 -14.6828 36.5042
68 H -2.8782 -14.5991 34.8503
69 H -5.8819 -12.4750 36.2169
70 H -4.8079 -13.5275 37.0508
71 C -1.9792 -16.1672 36.0305
72 O -2.1868 -15.3778 35.1397
73 N -1.0546 -17.0620 35.9243
74 N -2.6542 -16.2355 37.1251
75 H -0.7142 -17.2034 34.9840
76 H -0.8752 -17.7087 36.6790
77 H -3.4687 -15.6442 37.2094
78 H -2.3264 -16.8129 37.8862
79 C -6.4179 -18.6123 34.7101
80 C -6.2125 -19.4898 33.4705
81 O -7.2884 -20.3068 33.2300
82 H -7.2641 -17.9283 34.6450
83 H -5.5706 -17.9819 34.9800
84 H -6.5555 -19.2472 35.5854
85 H -5.3297 -20.1052 33.6437
86 H -6.0967 -18.9702 32.5194
87 H -7.1589 -21.2120 33.5223
88 C -4.9511 -13.5797 29.2146
89 C -3.4069 -13.6731 29.4858
90 O -2.8855 -13.8905 28.1911
91 H -5.4643 -14.3625 28.6561
92 H -5.0259 -12.6031 28.7365
93 H -5.4529 -13.6091 30.1818
94 H -3.1729 -14.4632 30.1994
95 H -3.1545 -12.7098 29.9290
96 H -3.3637 -14.6795 27.9257
97 C -5.4083 -13.1218 32.2652
98 C -6.6088 -14.0395 32.4784
99 O -6.8371 -14.7347 31.2421
100 H -4.5358 -13.7569 32.4184
101 H -5.5331 -12.3221 32.9954
102 H -5.2024 -12.6101 31.3250
103 H -7.4915 -13.5644 32.9062
104 H -6.3570 -14.7610 33.2556
105 H -7.7588 -14.9733 31.3649
106 C -2.8737 -20.5582 34.9756
107 C -2.4704 -20.7862 36.4511
108 O -1.1669 -20.2165 36.5818
109 H -2.8687 -19.5007 34.7114
110 H -3.8924 -20.8841 34.7654
111 H -2.1882 -20.8219 34.1702
112 H -2.5735 -21.8537 36.6458
113 H -3.0288 -20.2876 37.2434
114 H -0.5330 -20.7154 36.0613
115 C 0.4386 -17.4753 33.6773
116 C 1.0579 -17.5700 32.2945
117 O 0.2410 -17.4822 31.1562
118 H 1.1604 -17.7707 34.4388
119 H -0.4392 -18.1193 33.7293
120 H -0.0116 -16.5580 34.0566
121 H 1.8099 -18.3565 32.2305
122 H 1.6897 -16.6910 32.1664
123 H -0.2856 -18.2845 31.1776

LUMO of number 3 (C25H72NO17P2S4)? 0.056 hartree